This record from the Open Molecules 2025 dataset describes one molecule with the formula C6H10O. The level of theory is ωB97M-V with the def2-TZVPD basis set.

Last column: Mulliken charge in e.
Cartesian coordinates (Å):
C  2.355  -0.047  -0.268  -1.20
C  1.122  0.665  0.309  -0.20
C  0.235  -0.499  0.640  -0.33
C  -0.754  -0.978  -0.119  -0.54
C  -1.663  -0.040  -0.885  -0.54
C  -2.276  0.525  0.387  0.11
O  -1.788  1.431  1.020  -0.48
H  2.040  -0.659  -1.121  0.34
H  2.770  -0.734  0.480  0.33
H  3.141  0.639  -0.589  0.35
H  0.689  1.347  -0.429  0.22
H  1.391  1.268  1.184  0.30
H  0.555  -1.070  1.508  0.36
H  -1.134  -1.979  0.066  0.37
H  -2.391  -0.555  -1.520  0.30
H  -1.168  0.753  -1.454  0.25
H  -3.122  -0.066  0.793  0.34

Values from the calculation:
LUMO level	0.8	eV
ΔE to the lowest compared entry with this formula, charge and spin	126.3	kJ/mol
gap between HOMO and LUMO	9.84	eV